ORCA calculation (ωB97M-V with the def2-TZVPD basis set) on 2 unconnected molecules or ions with the total composition C2H4NP at a distorted geometry.

Values from the calculation:
Structure (SMILES): C=C.N#P
Strongest force on any atom in Eh/bohr: 0.06563
LUMO level in eV: -0.2
Highest occupied orbital energy in eV: -9.61
HOMO-LUMO gap in eV: 9.394
Relative energy (zero: lowest compared OMol25 entry of this formula, charge and spin) in eV: 1.400

Geometry as ORCA input:
```
! wB97M-V def2-TZVPD RIJCOSX def2/J DEFGRID3
* xyz 0 1
C -0.4841 0.6093 0.0732
C -1.2214 -0.4832 -0.0323
H -0.7619 1.5492 -0.3900
H 0.3419 0.7171 0.6310
H -0.8671 -1.4683 0.2728
H -2.1288 -0.4682 -0.6394
N 1.9885 -0.6783 0.1122
P 3.1329 0.2223 -0.0275
*
```

ORCA calculation (ωB97M-V with the def2-TZVPD basis set) on 2 unconnected molecules or ions with the total composition C2H8N2 at a distorted geometry.

Values from the calculation:
Structure (SMILES): C=N.CN
Strongest force on any atom in Eh/bohr: 0.05720
LUMO level in eV: 1.0
Highest occupied orbital energy in eV: -9.02
HOMO-LUMO gap in eV: 10.061
Relative energy (zero: lowest compared OMol25 entry of this formula, charge and spin) in eV: 1.938

Geometry as ORCA input:
```
! wB97M-V def2-TZVPD RIJCOSX def2/J DEFGRID3
* xyz 0 1
C -3.0481 -0.9093 -1.5371
N -1.8398 -0.6747 -1.2467
H -3.7225 -1.4515 -0.8643
H -3.4676 -0.8188 -2.5534
H -1.5523 0.2571 -1.5514
C 2.2635 0.9070 1.4531
N 1.3270 0.2759 0.5045
H 1.6625 1.4063 2.2127
H 2.8160 0.1462 2.0191
H 2.9270 1.5391 0.8735
H 1.8021 -0.1921 -0.2605
H 0.8321 -0.4850 0.9504
*
```